1.
{
  "formula": "C58H55F12N7O22",
  "method": "ωB97M-V/def2-TZVPD",
  "largest_force_ha_per_bohr": 0.084,
  "orbital_gap_ev": 8.96,
  "lumo_energy_ev": -0.73,
  "homo_ha": -0.35625,
  "symbols": ["O", "N", "O", "C", "C", "C", "C", "C", "C", "H", "H", "H", "H", "H", "O", "N", "O", "C", "C", "C", "C", "C", "C", "H", "H", "H", "H", "H", "O", "N", "O", "C", "C", "C", "C", "C", "C", "H", "H", "H", "H", "H", "O", "N", "O", "C", "C", "C", "C", "C", "C", "H", "H", "H", "H", "H", "O", "N", "O", "C", "C", "C", "C", "C", "C", "H", "H", "H", "H", "H", "O", "N", "O", "C", "C", "C", "C", "C", "C", "H", "H", "H", "H", "H", "O", "N", "O", "C", "C", "C", "C", "C", "C", "H", "H", "H", "H", "H", "C", "C", "O", "C", "O", "C", "F", "F", "F", "H", "H", "H", "H", "H", "C", "C", "O", "C", "O", "C", "F", "F", "F", "H", "H", "H", "H", "H", "C", "C", "O", "C", "O", "C", "F", "F", "F", "H", "H", "H", "H", "H", "C", "C", "O", "C", "O", "C", "F", "F", "F", "H", "H", "H", "H", "H"],
  "coordinates": [[-17.283, 7.371, -29.823], [-17.379, 8.616, -30.034], [-17.831, 9.131, -31.004], [-16.940, 9.443, -28.880], [-16.658, 8.826, -27.693], [-16.165, 9.572, -26.653], [-15.972, 10.931, -26.746], [-16.197, 11.453, -27.958], [-16.697, 10.754, -29.055], [-16.762, 7.748, -27.663], [-16.008, 9.079, -25.722], [-15.551, 11.423, -25.863], [-16.089, 12.528, -28.122], [-16.928, 11.286, -29.948], [-13.817, 12.997, -16.364], [-13.111, 13.675, -17.067], [-12.636, 14.770, -16.867], [-12.688, 12.979, -18.281], [-13.323, 11.779, -18.606], [-12.849, 11.132, -19.777], [-11.801, 11.657, -20.503], [-11.242, 12.863, -20.089], [-11.693, 13.610, -19.049], [-14.056, 11.309, -17.999], [-13.418, 10.321, -20.144], [-11.327, 11.071, -21.257], [-10.476, 13.279, -20.731], [-11.423, 14.635, -18.754], [-13.736, 7.103, -24.658], [-14.534, 6.347, -25.147], [-15.707, 6.571, -25.368], [-13.995, 5.040, -25.633], [-12.879, 4.543, -25.040], [-12.405, 3.274, -25.467], [-13.049, 2.670, -26.479], [-14.225, 3.225, -27.033], [-14.777, 4.363, -26.553], [-12.316, 5.215, -24.360], [-11.668, 2.783, -24.896], [-12.644, 1.746, -26.920], [-14.631, 2.627, -27.803], [-15.586, 4.960, -26.929], [-9.801, 9.962, -23.589], [-8.686, 10.218, -23.949], [-8.082, 11.172, -23.598], [-8.067, 9.306, -24.984], [-8.675, 8.068, -25.216], [-8.046, 7.205, -26.099], [-6.800, 7.571, -26.668], [-6.303, 8.816, -26.427], [-6.900, 9.677, -25.554], [-9.593, 7.725, -24.785], [-8.414, 6.228, -26.420], [-6.349, 6.996, -27.468], [-5.318, 9.180, -26.884], [-6.577, 10.662, -25.275], [-11.496, 7.279, -22.784], [-11.410, 7.094, -21.555], [-11.842, 7.773, -20.682], [-10.636, 6.019, -20.957], [-9.516, 5.589, -21.610], [-8.689, 4.630, -20.978], [-9.141, 3.969, -19.885], [-10.296, 4.410, -19.276], [-11.067, 5.420, -19.777], [-9.286, 6.131, -22.527], [-7.708, 4.433, -21.404], [-8.637, 3.177, -19.368], [-10.469, 3.876, -18.344], [-11.957, 5.741, -19.249], [-9.715, 4.375, -27.954], [-10.738, 4.437, -28.592], [-11.212, 3.529, -29.212], [-11.574, 5.810, -28.553], [-12.812, 5.750, -29.144], [-13.642, 6.874, -28.883], [-13.179, 7.952, -28.178], [-11.854, 8.053, -27.813], [-11.018, 6.941, -27.902], [-13.161, 4.853, -29.641], [-14.680, 6.912, -29.203], [-13.835, 8.807, -27.988], [-11.550, 9.055, -27.526], [-9.976, 6.950, -27.657], [-9.516, 10.414, -28.439], [-9.835, 9.745, -29.375], [-9.139, 8.858, -29.841], [-11.129, 10.026, -30.051], [-11.429, 9.222, -31.148], [-12.701, 9.368, -31.678], [-13.512, 10.368, -31.246], [-13.157, 11.301, -30.264], [-11.928, 11.136, -29.633], [-10.720, 8.420, -31.487], [-12.862, 8.697, -32.501], [-14.491, 10.545, -31.716], [-13.776, 12.156, -29.986], [-11.634, 11.765, -28.740], [-6.746, 13.831, -24.186], [-6.769, 14.946, -25.227], [-6.919, 14.246, -26.441], [-6.608, 14.919, -27.545], [-6.175, 16.025, -27.585], [-6.713, 13.901, -28.808], [-6.239, 12.694, -28.512], [-7.931, 13.757, -29.211], [-6.046, 14.396, -29.827], [-7.744, 13.538, -23.985], [-6.414, 14.121, -23.191], [-6.182, 12.943, -24.433], [-5.799, 15.449, -25.267], [-7.598, 15.647, -25.069], [-14.259, 16.293, -22.283], [-14.076, 14.834, -21.893], [-15.331, 14.147, -22.170], [-15.526, 13.668, -23.409], [-14.668, 13.387, -24.194], [-17.002, 13.084, -23.564], [-16.896, 11.777, -23.358], [-17.812, 13.494, -22.624], [-17.520, 13.249, -24.817], [-14.569, 16.407, -23.311], [-13.372, 16.874, -22.138], [-15.125, 16.687, -21.746], [-13.978, 14.820, -20.785], [-13.264, 14.272, -22.392], [-13.844, 10.089, -23.395], [-12.661, 9.956, -24.334], [-12.101, 11.256, -24.504], [-12.273, 11.818, -25.664], [-12.847, 11.432, -26.667], [-11.492, 13.166, -25.684], [-11.878, 13.972, -26.679], [-11.592, 13.870, -24.535], [-10.238, 12.850, -25.836], [-14.656, 10.720, -23.809], [-13.529, 10.513, -22.429], [-14.221, 9.067, -23.115], [-13.081, 9.582, -25.269], [-11.872, 9.347, -23.892], [-10.020, 12.877, -33.086], [-9.710, 14.244, -32.389], [-10.596, 14.589, -31.261], [-11.832, 14.848, -31.500], [-12.495, 14.660, -32.532], [-12.688, 15.520, -30.385], [-13.480, 14.511, -29.891], [-12.025, 16.020, -29.405], [-13.483, 16.415, -30.799], [-9.734, 12.103, -32.357], [-9.276, 12.779, -33.986], [-11.088, 12.709, -33.305], [-9.837, 15.122, -32.997], [-8.751, 14.209, -31.847]],
  "lowdin_charge": [0.018, -0.320, 0.114, -0.165, -0.019, -0.063, -0.070, -0.072, -0.008, 0.113, 0.092, 0.096, 0.122, 0.119, 0.085, -0.369, 0.077, -0.153, 0.032, -0.055, -0.061, -0.084, -0.012, 0.109, 0.084, 0.096, 0.111, 0.130, 0.074, -0.319, 0.074, -0.158, 0.018, -0.061, -0.080, -0.060, -0.010, 0.120, 0.099, 0.124, 0.101, 0.119, 0.069, -0.336, 0.093, -0.117, 0.003, -0.062, -0.056, -0.081, -0.022, 0.101, 0.097, 0.114, 0.143, 0.112, 0.053, -0.321, 0.112, -0.170, 0.013, -0.055, -0.088, -0.078, 0.003, 0.116, 0.113, 0.109, 0.116, 0.125, 0.060, -0.341, 0.067, -0.080, -0.002, -0.049, -0.081, -0.071, 0.015, 0.118, 0.098, 0.109, 0.098, 0.075, 0.082, -0.371, 0.056, -0.157, -0.009, -0.082, -0.076, -0.055, 0.007, 0.142, 0.110, 0.118, 0.099, 0.124, -0.057, -0.193, 0.010, -0.363, 0.171, -0.593, 0.170, 0.197, 0.177, 0.041, 0.084, 0.069, 0.127, 0.140, -0.052, -0.170, 0.012, -0.356, 0.153, -0.537, 0.160, 0.195, 0.142, 0.075, 0.076, 0.088, 0.128, 0.118, -0.034, -0.197, 0.043, -0.386, 0.120, -0.559, 0.165, 0.144, 0.198, 0.062, 0.057, 0.092, 0.104, 0.084, -0.048, -0.134, 0.038, -0.392, 0.114, -0.634, 0.112, 0.215, 0.239, 0.061, 0.117, 0.071, 0.118, 0.118]
}



2.
{
  "formula": "C35H45Cl3INOPPd",
  "method": "ωB97M-V/def2-TZVPD",
  "largest_force_ha_per_bohr": 0.023,
  "orbital_gap_ev": 5.63,
  "relative_energy_ev": 2.7681,
  "charge": -1,
  "lumo_energy_ev": 2.40,
  "homo_ha": -0.11877,
  "symbols": ["Pd", "Cl", "C", "C", "C", "Cl", "C", "C", "C", "C", "N", "C", "C", "O", "H", "H", "H", "H", "C", "C", "C", "C", "C", "C", "P", "C", "C", "C", "C", "C", "C", "C", "C", "C", "C", "C", "C", "H", "H", "H", "H", "H", "H", "H", "H", "H", "H", "H", "H", "H", "H", "H", "H", "H", "H", "H", "H", "H", "H", "H", "H", "H", "H", "H", "H", "H", "H", "H", "H", "H", "I", "C", "H", "H", "Cl", "C", "C", "C", "C", "C", "C", "C", "H", "H", "H", "H", "H", "H"],
  "coordinates": [[-0.925, -0.697, -1.521], [-0.732, 3.541, -4.438], [-2.048, 3.165, -3.357], [-3.096, 4.102, -3.216], [-4.142, 3.883, -2.381], [-5.421, 5.080, -2.244], [-4.192, 2.685, -1.618], [-5.221, 2.355, -0.706], [-5.171, 1.176, -0.029], [-4.081, 0.303, -0.255], [-3.117, 0.584, -1.077], [-3.142, 1.749, -1.770], [-2.003, 1.959, -2.660], [-1.041, 1.117, -2.769], [-3.060, 5.018, -3.793], [-6.042, 3.050, -0.556], [-5.951, 0.898, 0.669], [-4.029, -0.661, 0.239], [-1.605, -1.059, 4.421], [-1.257, -2.238, 3.514], [-0.172, -1.846, 2.483], [-0.256, -0.350, 2.088], [-1.725, 0.084, 2.146], [-2.246, 0.072, 3.593], [0.415, 0.033, 0.414], [2.113, -0.698, 0.427], [2.978, -0.347, 1.662], [4.171, -1.311, 1.843], [4.675, -1.813, 0.492], [3.591, -2.651, -0.220], [2.165, -2.219, 0.167], [0.813, 1.851, 0.543], [1.237, 2.441, 1.923], [0.113, 3.269, 2.546], [-0.208, 4.498, 1.674], [-0.099, 4.178, 0.162], [-0.306, 2.690, -0.102], [-0.686, -0.698, 4.896], [-2.267, -1.363, 5.234], [-2.166, -2.562, 2.988], [-0.922, -3.098, 4.097], [-0.276, -2.474, 1.598], [0.818, -2.058, 2.896], [0.295, 0.226, 2.838], [-2.294, -0.618, 1.531], [-1.885, 1.061, 1.690], [-3.334, -0.048, 3.584], [-2.047, 1.041, 4.062], [2.557, -0.222, -0.455], [2.366, -0.365, 2.570], [3.349, 0.679, 1.571], [3.859, -2.174, 2.445], [4.967, -0.818, 2.410], [5.589, -2.399, 0.610], [4.949, -0.948, -0.126], [3.727, -3.710, 0.020], [3.706, -2.568, -1.295], [1.872, -2.745, 1.076], [1.453, -2.500, -0.603], [1.668, 1.938, -0.133], [2.112, 3.092, 1.783], [1.565, 1.672, 2.616], [0.382, 3.577, 3.558], [-0.780, 2.637, 2.652], [0.486, 5.305, 1.933], [-1.211, 4.870, 1.908], [0.892, 4.463, -0.214], [-0.819, 4.766, -0.413], [-0.321, 2.477, -1.163], [-1.290, 2.388, 0.277], [-3.016, -2.862, -2.312], [-1.398, -2.545, -0.903], [-0.711, -3.367, -1.079], [-1.879, -2.628, 0.071], [4.824, -5.332, -3.898], [3.509, -4.175, -3.725], [3.741, -2.831, -3.942], [2.696, -1.918, -3.789], [1.397, -2.314, -3.440], [0.294, -1.347, -3.355], [1.209, -3.688, -3.226], [2.246, -4.610, -3.361], [4.736, -2.495, -4.223], [2.884, -0.860, -3.969], [0.515, -0.342, -3.662], [-0.631, -1.698, -3.775], [0.211, -4.036, -2.960], [2.074, -5.669, -3.190]],
  "lowdin_charge": [0.551, 0.655, -0.591, -0.147, -0.621, 0.626, -0.177, -0.040, -0.052, -0.175, 0.085, -0.142, -0.434, -0.200, 0.098, 0.086, 0.099, 0.092, -0.203, -0.191, -0.191, -0.435, -0.228, -0.181, 1.073, -0.416, -0.195, -0.199, -0.200, -0.173, -0.198, -0.391, -0.197, -0.198, -0.189, -0.176, -0.223, 0.109, 0.101, 0.111, 0.104, 0.080, 0.101, 0.089, 0.079, 0.081, 0.106, 0.099, 0.112, 0.087, 0.105, 0.109, 0.102, 0.101, 0.111, 0.112, 0.080, 0.091, 0.072, 0.109, 0.116, 0.068, 0.105, 0.089, 0.100, 0.102, 0.112, 0.105, 0.080, 0.096, 0.631, -0.774, -0.062, -0.061, 0.585, -0.700, -0.145, -0.063, -0.314, -0.146, -0.060, -0.120, 0.099, 0.110, 0.022, -0.017, 0.091, 0.098]
}